29
Properties=species:S:1:pos:R:3 method="wB97M-V/def2-TZVPD" e_lumo_ha="-0.007 / -0.008" relative_energy_kcal_mol=95.8 e_homo_ev="-7.116 / -7.055" spin_multiplicity=1 total_charge=0 e_tot_ev=-11126.82418
C -1.1117 -0.2116 0.0052
C -1.2547 -0.1023 1.4542
C -1.6700 1.0085 -0.7306
C -1.8252 -1.4683 -0.5320
C 1.0516 -1.8272 0.0302
C 0.5352 -0.4964 -0.5056
C 0.8027 -0.2433 -1.8184
H -1.4151 -1.0198 2.0121
H 0.0480 0.3539 1.9337
H -2.7319 1.1066 -0.4970
H -1.5778 0.8984 -1.8117
H -1.1809 1.9343 -0.4376
H -1.5434 -2.3684 0.0126
H -1.5937 -1.6122 -1.5911
H -2.9031 -1.3393 -0.4154
H -1.8054 0.7507 1.8407
H 0.7335 -2.0005 1.0583
H 0.6933 -2.6619 -0.5730
H 2.1428 -1.8567 0.0021
H 0.4969 0.6692 -2.3096
H 1.3887 -0.9299 -2.4198
C 1.4395 2.2038 0.1138
C 1.6120 0.7988 0.6263
N 1.2297 0.6022 1.9112
H 1.6617 -0.2308 2.3039
H 2.5538 0.3400 0.3405
H 2.2530 2.8209 0.5034
H 1.4644 2.2418 -0.9742
H 0.5062 2.6395 0.4678